# 1
The following is a quantum chemistry calculation of a structure of composition C31H29AsAuP, from OMol25.

Properties
Energy relative to the best compared isomer or geometry (same formula, charge and spin) ... 0.0 kcal/mol
Electronic energy ... -106421.08376 eV
LUMO (spin up / spin down) ... -4.79 / -8.33 eV

The geometry in ORCA input format:
```
! wB97M-V def2-TZVPD RIJCOSX def2/J DEFGRID3
* xyz 2 3
Au 2.840 2.095 1.389
C 4.574 3.002 3.688
C 5.671 2.300 3.210
C 5.781 2.543 1.847
C 4.704 3.455 1.438
C 3.956 3.737 2.575
H 4.224 3.034 4.709
H 6.320 1.666 3.792
H 6.535 2.152 1.181
H 4.670 3.989 0.499
H 3.235 4.534 2.685
C -0.327 0.842 0.806
C -1.261 -0.334 0.529
As -3.059 0.255 0.045
C -2.919 1.317 -1.534
C -2.677 2.685 -1.413
C -2.492 3.443 -2.558
C -2.554 2.839 -3.807
C -2.805 1.477 -3.921
C -2.996 0.705 -2.786
C -4.209 -1.205 -0.216
C -3.940 -2.432 0.405
C -4.818 -3.483 0.227
C -5.967 -3.307 -0.539
C -6.248 -2.079 -1.132
C -5.379 -1.019 -0.965
P 1.450 0.376 0.745
C 1.599 -1.073 1.808
C 1.976 -0.898 3.138
C 2.023 -1.985 3.998
C 1.704 -3.251 3.529
C 1.334 -3.434 2.203
C 1.278 -2.350 1.341
C 1.746 -0.158 -0.955
C 2.836 -0.990 -1.214
C 3.131 -1.360 -2.516
C 2.347 -0.899 -3.565
C 1.270 -0.062 -3.313
C 0.969 0.313 -2.013
H -0.504 1.255 1.800
H -0.461 1.659 0.093
H -1.335 -0.996 1.391
H -0.938 -0.921 -0.336
H -2.658 3.162 -0.440
H -2.314 4.507 -2.476
H -2.418 3.435 -4.699
H -2.862 1.014 -4.897
H -3.191 -0.355 -2.876
H -3.052 -2.570 1.007
H -4.614 -4.440 0.687
H -6.656 -4.131 -0.667
H -7.148 -1.951 -1.716
H -5.601 -0.058 -1.413
H 2.240 0.089 3.502
H 2.320 -1.845 5.028
H 1.752 -4.101 4.197
H 1.101 -4.425 1.837
H 1.013 -2.503 0.302
H 3.451 -1.353 -0.399
H 3.975 -2.008 -2.711
H 2.580 -1.189 -4.581
H 0.664 0.305 -4.131
H 0.132 0.980 -1.841
*
```

natural (NBO) atomic charge list, values in e, 4 entries: atom 1 (Au): 0.474, atom 2 (C): -0.078, atom 3 (C): -0.316, atom 4 (C): -0.072


# 2
The following is a quantum chemistry calculation of a cluster of 5 separate species, C31H29BFN4O19 in total at a distorted geometry, from OMol25.

Properties
Electronic energy ... -80865.32343 eV
LUMO ... -3.44 eV

The geometry in ORCA input format:
```
! wB97M-V def2-TZVPD RIJCOSX def2/J DEFGRID3
* xyz 1 1
C 2.143 -2.844 3.495
B 1.122 -1.826 4.095
O 1.074 -1.450 5.391
N 0.040 -1.282 3.188
C 0.519 -0.668 1.926
C 1.353 0.582 2.113
C 0.616 1.778 2.726
C 0.180 1.564 4.142
O 0.932 1.472 5.048
O -1.187 1.458 4.340
C -1.260 -1.371 3.376
N -2.260 -0.954 2.568
C -3.389 -1.268 3.159
N -3.200 -1.874 4.327
N -1.849 -1.938 4.457
F -1.356 -2.491 5.561
H 1.689 -3.354 2.645
H 3.061 -2.363 3.156
H 2.371 -3.575 4.266
H 1.915 -1.137 5.743
H -0.323 -0.475 1.269
H 1.133 -1.424 1.436
H 2.280 0.407 2.659
H 1.655 0.886 1.111
H -0.189 2.092 2.070
H 1.320 2.609 2.755
H -1.530 2.326 4.591
H -4.361 -1.057 2.746
H -3.837 -2.251 5.011
C 2.119 0.798 -3.865
C 1.967 0.175 -2.693
C 3.106 -0.008 -1.726
O 2.849 -0.567 -0.668
C 4.413 0.482 -2.091
C 4.575 1.105 -3.270
C 3.427 1.314 -4.231
O 3.668 1.906 -5.263
O 5.729 1.586 -3.688
O 0.810 -0.332 -2.275
H 1.304 0.940 -4.559
H 5.228 0.333 -1.396
H 5.565 1.986 -4.565
H 0.998 -0.732 -1.406
C -2.631 6.313 0.200
C -2.046 5.113 0.107
C -0.637 4.868 0.586
O -0.207 3.728 0.479
C 0.114 5.969 1.136
C -0.466 7.179 1.226
C -1.887 7.422 0.772
O -2.326 8.544 0.913
O 0.140 8.242 1.713
O -2.643 4.043 -0.403
H -3.640 6.499 -0.139
H 1.129 5.786 1.459
H -0.502 8.978 1.665
H -1.990 3.319 -0.357
C -3.308 3.204 -6.919
C -3.762 1.957 -6.727
C -3.003 0.945 -5.904
O -3.508 -0.154 -5.767
C -1.730 1.334 -5.326
C -1.276 2.578 -5.524
C -2.047 3.598 -6.326
O -1.552 4.705 -6.423
O -0.128 3.031 -5.041
O -4.900 1.506 -7.228
H -3.846 3.936 -7.504
H -1.191 0.596 -4.747
H -0.062 3.963 -5.332
H -4.985 0.579 -6.935
C -0.809 -8.114 1.450
C -0.451 -6.833 1.578
C 0.980 -6.379 1.464
O 1.183 -5.178 1.591
C 2.007 -7.360 1.226
C 1.659 -8.652 1.097
C 0.221 -9.109 1.191
O 0.004 -10.294 1.046
O 2.526 -9.620 0.880
O -1.306 -5.839 1.813
H -1.833 -8.449 1.528
H 3.031 -7.024 1.160
H 2.014 -10.452 0.823
H -0.750 -5.036 1.831
*
```

Löwdin atomic charge list, values in e, 4 entries: atom 1 (C): 0.036, atom 2 (B): -0.535, atom 3 (O): 0.180, atom 4 (N): 0.127